No. 1
This record from OMol25 describes a structure of composition C36H73NO8SSi in a non-equilibrium geometry. The level of theory is ωB97M-V/def2-TZVPD.

Calculated values
**HOMO level**: -8.167 eV
**Kohn-Sham gap**: 8.9 eV
**LUMO**: 0.69 eV
**Multiplicity**: 1

Element x y z (Å)
1 C 1.29274 5.12619 1.43332
2 C 2.32960 4.31912 2.22083
3 S 3.77343 3.83027 1.20545
4 C 4.21260 2.17252 1.88444
5 Si 3.86507 0.75947 0.67585
6 C 2.16943 -0.05149 0.92637
7 C 1.15904 1.08081 1.32253
8 C -0.26452 0.87285 0.74314
9 C -1.26572 0.21106 1.72965
10 C -2.54796 1.06038 1.97826
11 C -3.83917 0.19697 1.85529
12 C -5.06905 1.14001 1.77142
13 O -5.91586 0.79528 0.66844
14 C -6.18447 1.89195 -0.19240
15 N 5.10933 -0.52922 0.90641
16 C 5.85746 -0.59705 -0.05756
17 O 6.48581 -0.94005 -0.99175
18 H 0.57940 5.54151 2.16313
19 H 1.73554 5.99477 0.93101
20 H 0.69868 4.52709 0.73498
21 H 1.84605 3.45423 2.68687
22 H 2.70597 4.93739 3.04516
23 H 5.30272 2.21174 2.03011
24 H 3.78015 2.02772 2.88257
25 H 3.97208 1.25081 -0.70865
26 H 1.84889 -0.58190 0.02238
27 H 2.29098 -0.72133 1.79096
28 H 1.16652 1.18105 2.41378
29 H 1.52955 2.01265 0.86454
30 H -0.19932 0.37656 -0.23268
31 H -0.64831 1.88561 0.53854
32 H -1.60253 -0.77409 1.38347
33 H -0.73590 0.06834 2.68166
34 H -2.61130 1.93500 1.31806
35 H -2.54442 1.44953 3.00953
36 H -3.96235 -0.45126 2.73868
37 H -3.72367 -0.43763 0.96805
38 H -5.67549 0.97650 2.67738
39 H -4.72467 2.18108 1.71402
40 H -6.20373 2.86655 0.31485
41 H -5.42081 1.93912 -0.98903
42 H -7.15839 1.68901 -0.65321
43 C -7.15246 -3.61580 2.93737
44 C -6.49466 -3.87517 4.28439
45 C -5.13052 -3.23073 4.09353
46 O -5.31421 -2.14081 3.18214
47 C -6.61593 -2.23708 2.58728
48 H -8.24083 -3.65239 2.96434
49 H -6.80403 -4.35020 2.20662
50 H -7.04660 -3.35814 5.07364
51 H -6.43240 -4.93032 4.54848
52 H -4.41831 -3.93202 3.64560
53 H -4.70779 -2.85615 5.02713
54 H -7.24287 -1.44622 3.01309
55 H -6.53732 -2.07440 1.51219
56 C -9.76198 5.03313 1.71777
57 C -8.81870 4.13976 2.50747
58 C -9.17003 2.76255 1.96879
59 O -9.58968 2.94459 0.60829
60 C -9.78425 4.34262 0.36421
61 H -9.43888 6.07196 1.65923
62 H -10.75849 5.01033 2.16628
63 H -7.78142 4.38422 2.26257
64 H -8.94027 4.21741 3.58730
65 H -10.00552 2.31954 2.52142
66 H -8.32489 2.07222 2.00156
67 H -8.96441 4.69280 -0.27307
68 H -10.72482 4.49036 -0.16814
69 C 0.20446 -2.71378 -4.36188
70 C 1.67235 -3.00235 -4.09076
71 C 2.03050 -1.89170 -3.11873
72 O 0.84049 -1.58991 -2.37816
73 C -0.27876 -2.22794 -3.00352
74 H -0.35291 -3.57692 -4.72625
75 H 0.11588 -1.91283 -5.09902
76 H 1.77663 -3.97595 -3.60359
77 H 2.29344 -3.00119 -4.98593
78 H 2.33728 -0.98433 -3.64924
79 H 2.82707 -2.17680 -2.42845
80 H -0.59029 -3.06579 -2.36988
81 H -1.10751 -1.52218 -3.07641
82 C 1.08174 -2.57992 -9.26007
83 C 2.54824 -2.87082 -8.98360
84 C 2.90755 -1.75970 -8.01215
85 O 1.71827 -1.45377 -7.27233
86 C 0.59916 -2.09336 -7.90328
87 H 0.52400 -3.44192 -9.62417
88 H 0.99333 -1.77919 -9.99872
89 H 2.64904 -3.84347 -8.49498
90 H 3.17260 -2.87268 -9.87614
91 H 3.21897 -0.85385 -8.54274
92 H 3.70095 -2.04607 -7.31975
93 H 0.28738 -2.93146 -7.27070
94 H -0.22978 -1.38825 -7.97908
95 C 6.82463 3.97750 5.89401
96 C 6.22697 2.99624 6.89292
97 C 4.75038 3.04491 6.53231
98 O 4.68073 3.32359 5.12963
99 C 5.97487 3.72157 4.65971
100 H 7.88868 3.82909 5.71432
101 H 6.67729 5.00203 6.24505
102 H 6.62416 1.99408 6.71263
103 H 6.41838 3.25563 7.93347
104 H 4.23724 3.85243 7.06548
105 H 4.23356 2.10748 6.74287
106 H 6.38327 2.90153 4.05919
107 H 5.87574 4.60141 4.02284
108 C 7.28403 -3.66639 -2.81046
109 C 8.14093 -4.65552 -2.03431
110 C 7.76195 -5.97581 -2.68784
111 O 7.43272 -5.67977 -4.04882
112 C 7.31210 -4.26206 -4.20898
113 H 7.65353 -2.64335 -2.77660
114 H 6.26303 -3.67261 -2.42064
115 H 9.19972 -4.44315 -2.20395
116 H 7.96035 -4.64604 -0.96002
117 H 6.87842 -6.41532 -2.21206
118 H 8.57040 -6.70795 -2.66056
119 H 8.18265 -3.90909 -4.77291
120 H 6.41214 -4.03552 -4.78306

***

No. 2
This record from OMol25 describes a cluster of 3 separate species, C36H74BClN2O5S in total. The level of theory is ωB97M-V/def2-TZVPD.

Calculated values
**HOMO level (alpha / beta)**: -8.068 / -9.224 eV
**Kohn-Sham gap (alpha / beta)**: 8.7 / 9.6 eV
**LUMO (alpha / beta)**: 0.58 / 0.42 eV
**Multiplicity**: 3

Element x y z (Å)
1 C -6.00384 -1.20274 1.58886
2 C -5.03132 -0.64313 0.53236
3 C -3.64100 -0.31543 1.08006
4 C -2.85133 -1.55629 1.51780
5 C -2.17478 -2.26159 0.33994
6 C -0.74523 -1.78938 -0.05040
7 C -0.11292 -0.61480 0.71782
8 C 1.20372 -0.94115 1.46153
9 C 1.15186 -0.84544 3.01441
10 B 2.56569 -0.37428 3.51643
11 C 3.17701 0.99885 2.98097
12 C 2.18306 2.15260 2.65452
13 C 1.65119 2.82475 3.94384
14 C 0.17475 3.24592 3.95772
15 O -0.67002 2.28097 4.55057
16 C -1.77530 1.88428 3.75655
17 C 3.40904 -1.19054 4.58089
18 C 2.95276 -0.73487 5.99825
19 C 2.01033 -1.71848 6.73266
20 C 0.50703 -1.46151 6.52487
21 S -0.39900 -2.91862 5.99803
22 O -1.46441 -2.56127 5.11537
23 O 0.49985 -3.97412 5.64618
24 Cl -1.29505 -3.47406 7.75984
25 H -6.82398 -0.51293 1.78958
26 H -5.50058 -1.43366 2.52889
27 H -6.46250 -2.13368 1.24986
28 H -4.95209 -1.34924 -0.29853
29 H -5.46858 0.26344 0.10513
30 H -3.76445 0.38911 1.90987
31 H -3.07784 0.20973 0.29884
32 H -2.14043 -1.30207 2.30139
33 H -3.54688 -2.26531 1.97747
34 H -2.81851 -2.14938 -0.53835
35 H -2.15530 -3.33515 0.54215
36 H -0.06913 -2.64469 -0.00500
37 H -0.75768 -1.51048 -1.10599
38 H 0.12831 0.15854 -0.01142
39 H -0.80284 -0.14883 1.41908
40 H 1.54960 -1.94256 1.19770
41 H 1.96569 -0.24891 1.09688
42 H 0.91089 -1.83168 3.42448
43 H 0.36172 -0.17113 3.34473
44 H 3.87078 1.38318 3.74144
45 H 3.80530 0.76780 2.11180
46 H 2.67821 2.91475 2.04787
47 H 1.35208 1.75966 2.06549
48 H 1.80796 2.16058 4.79700
49 H 2.25020 3.71813 4.14246
50 H 0.08595 4.17051 4.53975
51 H -0.17306 3.47256 2.94446
52 H -2.68303 2.40976 4.07226
53 H -1.94187 0.82299 3.88647
54 H -1.59663 2.07297 2.69451
55 H 3.22733 -2.26296 4.46603
56 H 4.47891 -1.00514 4.46121
57 H 2.42623 0.22477 5.91930
58 H 3.81917 -0.53176 6.62755
59 H 2.24902 -2.74215 6.44986
60 H 2.20682 -1.63492 7.80258
61 H 0.29214 -0.67405 5.79982
62 H 0.04414 -1.15206 7.45942
63 C 0.77514 -1.68293 -5.38915
64 C 1.73635 -1.82957 -4.19206
65 C 3.14773 -2.20121 -4.66114
66 C 3.27254 -3.64146 -5.15322
67 C 2.75144 -4.62423 -4.10615
68 C 1.32650 -4.30965 -3.64123
69 N 1.25462 -2.87269 -3.22911
70 O 1.69486 -2.67632 -2.04351
71 C 0.31686 -4.63323 -4.74931
72 C 0.96189 -5.16784 -2.43515
73 C 1.77857 -0.49112 -3.45854
74 H 0.70719 -0.63577 -5.68367
75 H 1.09988 -2.24001 -6.26705
76 H -0.23165 -2.00762 -5.13010
77 H 3.84141 -2.05532 -3.82728
78 H 3.44510 -1.50091 -5.44605
79 H 2.74054 -3.77323 -6.09956
80 H 4.32106 -3.85987 -5.36432
81 H 2.77057 -5.64439 -4.49750
82 H 3.41750 -4.60604 -3.23811
83 H -0.68251 -4.29826 -4.46867
84 H 0.28220 -5.71390 -4.88965
85 H 0.56685 -4.19594 -5.71169
86 H 1.68855 -5.07012 -1.63272
87 H 0.92910 -6.21379 -2.74339
88 H -0.01834 -4.89129 -2.04430
89 H 0.79750 -0.23406 -3.05411
90 H 2.08013 0.28414 -4.16520
91 H 2.48914 -0.50002 -2.63632
92 C -0.78388 3.77363 -4.57781
93 C -1.51083 3.09704 -3.39790
94 C -2.74405 3.90187 -2.97319
95 C -2.40948 5.20057 -2.24484
96 C -1.47459 4.94007 -1.06631
97 C -0.20707 4.17189 -1.45528
98 N -0.60333 2.94179 -2.21392
99 O -0.96630 1.98892 -1.44010
100 C 0.73700 5.06494 -2.26952
101 C 0.54534 3.75445 -0.19579
102 C -1.94860 1.71046 -3.85735
103 H -1.11484 3.33312 -5.51785
104 H -0.97841 4.84329 -4.64143
105 H 0.29321 3.62443 -4.51704
106 H -3.35741 3.27800 -2.31517
107 H -3.34403 4.10705 -3.86349
108 H -1.96452 5.92527 -2.93261
109 H -3.33184 5.65744 -1.88162
110 H -1.17726 5.88345 -0.60144
111 H -2.01274 4.36744 -0.30416
112 H 1.58264 4.48810 -2.64640
113 H 1.12745 5.84900 -1.62026
114 H 0.25753 5.55839 -3.10973
115 H -0.09213 3.19873 0.48893
116 H 0.88616 4.65446 0.31950
117 H 1.41766 3.14068 -0.42493
118 H -1.08589 1.09615 -4.11877
119 H -2.57495 1.82113 -4.74348
120 H -2.52273 1.18950 -3.09492

***

No. 3
This record from OMol25 describes a cluster of 7 separate species, C36H74IN2O9 in total in a non-equilibrium geometry. The level of theory is ωB97M-V/def2-TZVPD.

Calculated values
**Net charge**: +1
**HOMO level**: -11.117 eV
**Kohn-Sham gap**: 6.4 eV
**LUMO**: -4.67 eV
**Multiplicity**: 1

Element x y z (Å)
1 C -0.12409 -2.31594 9.82334
2 C 0.45990 -1.82335 8.73733
3 C 0.93033 -1.06941 7.36634
4 C -0.10715 -1.59950 6.21391
5 N -0.37437 -3.00626 6.24051
6 N -1.20651 -3.49344 5.33325
7 O -1.35123 -4.85798 5.42219
8 C -1.99551 -2.90376 4.27097
9 C -2.94082 -3.82159 3.32073
10 C -1.83269 -1.31061 4.08965
11 C -2.66507 -0.54724 2.95922
12 C -4.29109 -0.84744 3.00631
13 C -5.19022 0.49142 3.11109
14 C -6.18071 0.53355 4.40394
15 C -6.94388 -0.85911 4.69508
16 O -8.04775 -0.71226 5.67342
17 C -7.63683 -1.25326 6.95646
18 C -7.72223 -2.85105 7.31493
19 O -7.21599 -0.50649 7.92157
20 C -0.80332 -0.69821 5.12429
21 C -0.44210 0.87274 5.08420
22 I 0.23642 1.56689 3.08603
23 C -1.50028 1.85855 5.78785
24 C -3.04784 1.63836 5.43369
25 H -0.86872 -2.46787 10.70256
26 H 0.79751 0.06246 7.58066
27 H 2.01719 -1.38316 7.16765
28 H -2.27466 -4.98280 5.75992
29 H -2.93704 -3.30523 2.27573
30 H -4.03835 -3.86889 3.67277
31 H -2.47223 -4.87079 3.14131
32 H -2.57948 0.59637 2.95255
33 H -2.28372 -0.94415 1.92900
34 H -4.43545 -1.60451 3.85942
35 H -4.54896 -1.37796 2.00802
36 H -5.90318 0.47810 2.18394
37 H -4.57092 1.47276 2.98458
38 H -5.66523 0.85214 5.38098
39 H -6.99611 1.34318 4.19537
40 H -6.17178 -1.55805 5.23118
41 H -7.27152 -1.43804 3.74934
42 H -8.58334 -3.27093 6.67385
43 H -6.72823 -3.40176 7.10506
44 H -8.01903 -3.01136 8.42910
45 H 0.54024 0.98946 5.70838
46 H -1.16085 2.96346 5.61874
47 H -1.38962 1.69598 6.94195
48 H -3.69407 2.13034 6.27556
49 H -3.40102 0.54814 5.36296
50 H -3.27643 2.26952 4.48272
51 C -0.41490 4.96013 -0.50528
52 C 0.63896 4.09596 -1.17946
53 C 0.01166 3.12680 -2.16847
54 O 1.35508 3.36214 -0.18704
55 H -1.12364 4.34360 0.05869
56 H 0.04966 5.64359 0.21160
57 H -0.97153 5.54860 -1.23957
58 H 1.36060 4.73417 -1.69770
59 H -0.68225 2.44617 -1.66277
60 H 0.78003 2.50402 -2.63658
61 H -0.53231 3.66034 -2.95294
62 H 0.72329 2.79476 0.27606
63 C 2.46997 -1.22659 -4.93037
64 C 2.30129 0.28334 -4.88954
65 C 3.56692 0.99408 -5.33980
66 O 1.97885 0.68868 -3.55976
67 H 3.27324 -1.54896 -4.25794
68 H 1.55635 -1.72460 -4.59249
69 H 2.70225 -1.57027 -5.94118
70 H 1.46614 0.57706 -5.53177
71 H 4.40705 0.74950 -4.68203
72 H 3.43535 2.07935 -5.29391
73 H 3.83282 0.71686 -6.36374
74 H 2.71337 0.43282 -2.98290
75 C 7.25905 -0.41103 -3.59002
76 C 6.81971 0.57147 -2.51580
77 C 7.44721 0.23935 -1.17133
78 O 5.39855 0.53844 -2.39634
79 H 6.94963 -1.43081 -3.33719
80 H 6.79114 -0.16722 -4.54829
81 H 8.34492 -0.39731 -3.71724
82 H 7.09854 1.58744 -2.81063
83 H 7.14436 -0.75776 -0.83423
84 H 7.11335 0.94647 -0.40632
85 H 8.53865 0.27256 -1.22611
86 H 5.14163 -0.35784 -2.13529
87 C 2.76372 5.37997 -4.36968
88 C 2.59514 6.89045 -4.32997
89 C 3.86131 7.60141 -4.78081
90 O 2.27192 7.29583 -3.00121
91 H 3.56610 5.05802 -3.69725
92 H 1.84970 4.88268 -4.03179
93 H 2.99658 5.03497 -5.38090
94 H 1.75998 7.18417 -4.97286
95 H 4.70205 7.35734 -4.12281
96 H 3.72950 8.68639 -4.73577
97 H 4.12712 7.32338 -5.80432
98 H 3.00602 7.03994 -2.42429
99 C -1.05481 -2.73243 -6.26584
100 C -0.84764 -1.29434 -6.71530
101 C -1.81944 -0.91418 -7.82132
102 O 0.48963 -1.13249 -7.18361
103 H -0.88393 -3.42897 -7.09357
104 H -0.34198 -2.99587 -5.47885
105 H -2.06853 -2.88486 -5.88509
106 H -0.97852 -0.62028 -5.86310
107 H -1.67520 -1.54738 -8.70307
108 H -1.65132 0.11790 -8.14262
109 H -2.85593 -1.01222 -7.48713
110 H 0.61563 -1.72531 -7.93853
111 C 2.98616 -4.61641 -2.84911
112 C 1.62548 -4.37501 -2.21481
113 C 1.41976 -5.25673 -0.99291
114 O 0.60259 -4.64478 -3.17068
115 H 3.08272 -5.65409 -3.18546
116 H 3.11533 -3.98472 -3.73266
117 H 3.79403 -4.40170 -2.14389
118 H 1.53483 -3.32273 -1.92843
119 H 1.46103 -6.31679 -1.26432
120 H 0.43290 -5.08109 -0.55410
121 H 2.18086 -5.06140 -0.23236
122 H 0.67451 -5.57453 -3.43069